# 1
Molecular formula: C4H14NO
Method: DFT, ωB97M-V with the def2-TZVPD basis set

Structure (XYZ):
```
20
C4H14NO, DFT ωB97M-V with the def2-TZVPD basis set
C 1.428 0.648 1.912
C 1.585 0.450 0.370
C 1.571 -1.027 -0.120
C 1.368 -1.072 -1.577
N -4.039 0.627 0.021
H 2.047 1.442 2.327
H 1.562 -0.334 2.479
H 0.417 1.045 2.107
H 2.482 0.892 -0.065
H 2.534 -1.542 0.182
H 0.802 -1.565 0.453
H 0.536 -0.413 -1.850
H 2.243 -0.766 -2.171
H 1.039 -2.012 -2.015
H -4.211 1.042 -0.889
H -3.071 0.317 0.072
H -4.622 -0.194 -0.057
H -1.504 0.832 -0.982
H 0.473 0.738 -0.021
O -0.986 0.271 -0.369
```

Calculated values
charge: +1
Kohn-Sham gap: 4.30 eV
F_max: 5.61 eV Å⁻¹
energy above the lowest of the compared OMol25 structures with the same formula, charge and spin: 783.4 kJ/mol
LUMO energy: -9.87 eV
multiplicity: 1

# 2
Molecular formula: C23H20ClF5N2O6PdS
Method: DFT, ωB97M-V with the def2-TZVPD basis set

Structure (XYZ):
```
59
C23H20ClF5N2O6PdS, DFT ωB97M-V with the def2-TZVPD basis set
Pd 12.576 9.597 6.020
O 12.515 13.571 15.361
C 12.102 12.364 15.046
O 11.033 11.883 15.356
C 12.970 11.634 14.056
C 12.564 10.452 13.428
Cl 11.461 9.355 14.094
N 13.364 10.224 12.349
N 14.312 11.171 12.330
C 14.099 12.019 13.299
C 15.070 13.177 13.708
O 14.691 14.068 14.564
O 16.219 13.092 13.338
C 13.538 9.130 11.455
C 12.511 8.272 11.110
C 12.711 7.256 10.212
C 14.002 7.094 9.616
C 14.998 7.996 10.021
C 14.757 9.029 10.842
H 13.490 13.809 14.927
H 11.468 8.336 11.481
H 11.824 6.803 9.893
H 14.039 6.318 8.981
H 15.958 7.793 9.616
H 15.517 9.659 11.137
C 17.025 11.615 9.189
C 15.517 11.838 8.797
C 15.078 10.753 7.853
S 13.473 11.240 7.079
O 13.791 12.534 6.386
C 12.623 11.728 8.599
C 11.118 11.605 8.268
C 10.227 11.517 9.458
H 17.719 11.890 8.496
H 17.342 10.639 9.504
H 17.286 12.148 10.041
H 15.435 12.823 8.316
H 14.881 11.888 9.675
H 14.755 9.779 8.285
H 15.634 10.657 6.897
H 12.866 12.796 8.965
H 12.962 11.068 9.408
H 10.970 10.686 7.779
H 10.898 12.390 7.560
H 10.485 10.731 10.169
H 9.191 11.227 9.112
H 10.239 12.436 10.106
F 8.335 4.476 7.551
C 8.718 5.520 6.739
C 9.614 5.319 5.736
F 9.850 4.004 5.373
C 10.274 6.311 5.080
F 10.987 6.030 3.978
C 10.194 7.669 5.532
O 10.862 8.603 5.017
C 9.185 7.799 6.539
F 8.934 9.101 6.854
C 8.434 6.818 7.054
F 7.429 7.054 7.915
```

Calculated values
charge: -2
Kohn-Sham gap: 6.60 eV
F_max: 5.29 eV Å⁻¹
energy above the lowest of the compared OMol25 structures with the same formula, charge and spin: 45.6 kJ/mol
LUMO energy: 4.19 eV
multiplicity: 1

# 3
Molecular formula: C2H8N2O2P
Method: DFT, ωB97M-V with the def2-TZVPD basis set

Structure (XYZ):
```
15
C2H8N2O2P, DFT ωB97M-V with the def2-TZVPD basis set
C -1.111 1.681 0.944
C 0.646 -0.504 0.548
N 1.106 -1.835 -1.300
N 0.703 -1.861 0.166
O -1.482 -0.066 -1.057
O 0.539 1.552 -1.274
P -0.335 0.726 -0.413
H -1.724 2.321 0.270
H -1.847 1.052 1.371
H -0.618 2.080 1.886
H 0.485 -0.485 1.578
H 1.923 0.003 0.281
H 0.302 -1.412 -1.831
H 1.736 -1.075 -1.287
H -0.322 -2.178 0.118
```

Calculated values
charge: -1
Kohn-Sham gap: 8.55 eV
F_max: 5.27 eV Å⁻¹
energy above the lowest of the compared OMol25 structures with the same formula, charge and spin: 222.0 kJ/mol
LUMO energy: 4.15 eV
multiplicity: 1

# 4
Molecular formula: C14H14AgNO3S
Method: DFT, ωB97M-V with the def2-TZVPD basis set

Structure (XYZ):
```
34
C14H14AgNO3S, DFT ωB97M-V with the def2-TZVPD basis set
Ag -0.662 -0.649 -1.893
O -0.046 -3.804 0.884
C -0.051 -2.884 0.073
O -1.016 -2.492 -0.653
C 1.264 -2.071 -0.007
C 2.267 -2.325 0.960
C 3.384 -1.552 0.976
C 3.535 -0.514 0.023
C 4.640 0.369 0.008
C 4.728 1.354 -0.933
C 3.718 1.491 -1.912
C 2.641 0.653 -1.917
C 2.517 -0.358 -0.937
N 1.403 -1.151 -0.929
H 2.094 -3.128 1.660
H 4.167 -1.716 1.708
H 5.412 0.250 0.760
H 5.569 2.035 -0.933
H 3.801 2.268 -2.660
H 1.858 0.744 -2.659
O -1.270 1.043 -0.309
S -2.157 0.165 0.570
C -2.940 1.337 1.736
C -4.427 1.442 1.396
C -4.526 1.212 -0.109
C -3.707 -0.047 -0.356
H -2.397 2.264 1.547
H -2.741 0.999 2.752
H -4.840 2.403 1.700
H -4.983 0.662 1.921
H -4.072 2.048 -0.645
H -5.556 1.107 -0.451
H -3.416 -0.205 -1.394
H -4.191 -0.950 0.020
```

Calculated values
charge: 0
Kohn-Sham gap: 8.27 eV
F_max: 0.41 eV Å⁻¹
energy above the lowest of the compared OMol25 structures with the same formula, charge and spin: 59.7 kJ/mol
LUMO energy: -0.26 eV
multiplicity: 1